1.
A molecular structure, C4H6Br6CaO3 in a non-equilibrium geometry. Source: the Open Molecules 2025 dataset; level of theory: the ωB97M-V functional and the def2-TZVPD basis.

Structure (ORCA input):
```
! wB97M-V def2-TZVPD RIJCOSX def2/J DEFGRID3
* xyz 0 1
Br -1.00301 -5.30751 0.66787
H -0.96323 2.63367 -4.19431
C 0.56154 -4.71671 -0.24689
Br 0.59330 -0.49639 3.89829
O -1.09843 2.66053 -0.43644
O -1.73049 1.10206 -1.78583
C -0.92276 1.47913 -0.89014
H 1.39483 -5.21847 0.22044
H 0.30865 -0.19849 -1.20584
C 0.27569 0.64398 -0.52237
H 0.23808 0.35454 0.52808
H 1.41690 1.25317 2.28466
Br 0.86926 -2.78183 -0.12947
Br -0.74175 2.23958 3.03751
H 1.21000 1.19397 -0.64759
C 0.95729 1.33003 3.25813
O -1.40253 3.46407 -4.01985
Ca -2.62291 3.24926 -2.13361
Br 0.58195 -5.22512 -2.14522
Br 2.07762 2.34054 4.46257
*
```

=====

2.
A gas-phase ion, C4H6BrFN3O2 (charge +1) in a non-equilibrium geometry. Source: the Open Molecules 2025 dataset; level of theory: the ωB97M-V functional and the def2-TZVPD basis.

Calculated values
Structure (SMILES): [H]/N=C(F)/C(=C(/Br)NC)[N+](=O)O

Structure (ORCA input):
```
! wB97M-V def2-TZVPD RIJCOSX def2/J DEFGRID3
* xyz 1 1
H -0.65496 -1.91129 -2.44398
O 2.30444 0.42164 1.67167
H -0.03340 -1.81113 -0.74233
Br -0.28535 2.68446 -1.30239
C -0.59900 0.24394 1.80363
H 3.23995 0.89757 -0.17444
C -0.90174 -1.47196 -1.40116
H -1.18501 0.35311 -2.54452
N -0.87568 -0.06542 -1.65752
C -0.29914 0.84621 -0.95904
H -0.93082 -0.26535 3.68005
F -1.91404 0.17339 1.27993
O 2.27303 0.86464 -0.43785
C 0.33375 0.45895 0.67685
N -0.34215 0.11129 2.98217
N 1.63782 0.56441 0.74271
H -1.76769 -2.09447 -1.17379
*
```

=====

3.
A single C4H6BrN molecule in a non-equilibrium geometry. Source: the Open Molecules 2025 dataset; level of theory: the ωB97M-V functional and the def2-TZVPD basis.

Calculated values
Structure (SMILES): [H]/N=C(\Br)C(=C)C

Structure (ORCA input):
```
! wB97M-V def2-TZVPD RIJCOSX def2/J DEFGRID3
* xyz 0 1
H 2.00226 -2.46125 -0.42682
C 1.09321 -0.62645 -0.08526
H -0.79419 2.22517 -0.34901
H -1.97687 -1.00914 -0.23644
Br 2.83843 0.18400 0.09532
H -1.38543 -0.67409 1.41229
C -0.08536 0.22838 -0.13496
H -2.19096 0.58102 0.38898
N 1.09226 -1.94863 -0.38680
H 0.84540 2.20042 -0.32961
C -0.01493 1.56126 -0.35170
C -1.42382 -0.26069 0.40399
*
```

=====

4.
A molecular structure, C4H6BrO3 in a non-equilibrium geometry. Source: the Open Molecules 2025 dataset; level of theory: the ωB97M-V functional and the def2-TZVPD basis.

Structure (ORCA input):
```
! wB97M-V def2-TZVPD RIJCOSX def2/J DEFGRID3
* xyz -1 1
O -0.52956 -0.51841 0.90322
H -1.63662 0.93996 0.31494
C 1.57382 -0.91696 -0.17506
H 1.24047 -1.65389 -0.97758
H -1.56293 0.95751 2.07754
Br 1.32920 1.57567 1.13345
H 2.44412 -0.55296 -0.67616
H -2.51515 -0.33182 1.29193
O 0.45197 1.05131 -2.45738
C -0.27211 0.37007 -1.73157
C -1.58124 0.29120 1.20622
C 0.44643 0.11726 0.08672
O -1.38110 -0.11314 -1.84953
H 1.99270 -1.21580 0.85326
*
```

=====

5.
A molecular structure, C4H6BrPS in a non-equilibrium geometry. Source: the Open Molecules 2025 dataset; level of theory: the ωB97M-V functional and the def2-TZVPD basis.

Structure (ORCA input):
```
! wB97M-V def2-TZVPD RIJCOSX def2/J DEFGRID3
* xyz 0 1
H 0.88575 0.88879 1.68631
S 3.09601 1.37681 0.67182
H 0.16297 1.58418 -0.59707
C 0.70012 -1.19213 1.15983
P -0.69683 -1.92511 0.45061
C -1.01310 -0.26578 -0.43506
C 0.30967 0.51535 -0.44439
H 1.24322 -1.71200 1.93718
H 0.93390 0.13584 -1.25948
Br 4.21396 -0.24929 -0.20461
H -1.74587 0.28476 0.16427
H -1.42817 -0.38765 -1.43532
C 0.98994 0.20302 0.85854
*
```

=====

| no. | E_HOMO (eV) | gap between HOMO and LUMO (eV) |
| --- | --- | --- |
| 1 | -8.82 | 7.609 |
| 2 | -13.65 | 8.639 |
| 3 | -9.76 | 9.636 |
| 4 | -4.04 | 7.403 |
| 5 | -8.51 | 7.214 |